(1)
An isolated molecule of C10H15N, computed with ωB97M-V/def2-TZVPD.

Structure (XYZ):
```
26
Properties=species:S:1:pos:R:3
C 0.22 0.31 -0.14
H 0.57 1.90 -2.78
C 1.57 0.67 1.98
H 1.61 -2.12 1.91
H -2.21 -0.07 -3.79
H -0.52 -0.54 3.20
C -1.36 0.49 -3.45
H -1.04 1.13 -4.20
H 0.32 -2.46 0.60
H 1.36 1.65 2.07
C -0.89 0.68 -2.23
H -1.55 -0.64 1.68
N 0.15 1.57 -2.00
H -1.62 -1.56 0.29
C -0.86 -0.09 -0.93
H -2.45 -1.34 -1.48
C 0.57 -0.22 1.26
C 1.08 -1.70 1.08
C 0.90 1.28 -0.84
C -0.75 -0.11 2.21
H 1.72 0.48 3.02
H -1.18 0.92 2.24
H 2.55 0.61 1.54
H 1.80 1.87 -0.72
C -1.70 -1.08 -0.70
H 1.74 -1.63 0.20
```

Properties
Highest occupied orbital energy: -7.152 eV
Kohn-Sham gap: 7.70 eV
Lowest unoccupied orbital energy: 0.54 eV
ΔE to the lowest compared entry with this formula, charge and spin: 2.485 eV

***

(2)
The ion C10H15N2OS with charge +1, computed with ωB97M-V/def2-TZVPD.

Structure (XYZ):
```
29
Properties=species:S:1:pos:R:3
H -0.17 -1.27 -1.27
H 2.67 0.18 1.27
H -5.83 -1.22 0.85
C 0.60 -0.49 -1.66
H 1.37 -1.13 -1.95
C -5.52 -0.42 0.01
C -1.02 1.21 0.07
C 0.26 1.03 0.33
H -2.72 1.92 -0.39
C 0.47 1.49 1.75
C -3.15 0.03 0.17
C 1.27 0.35 -0.54
H 2.23 -3.33 0.79
C 2.66 0.96 -0.81
H 3.00 -1.73 -1.22
H 3.02 0.65 -1.76
H -2.69 -0.94 0.51
H 0.36 0.56 2.42
H -0.33 2.23 2.12
H 3.98 -1.57 0.42
N -4.38 0.11 -0.21
H 1.45 2.02 1.97
N -2.32 1.09 -0.09
H -6.39 -0.20 -0.55
O 2.17 -2.41 0.57
S 3.05 2.52 -0.16
C 3.06 -1.61 -0.13
C 2.53 -0.22 0.13
H 0.36 0.20 -2.60
```

Properties
Charge: +1
Highest occupied orbital energy (spin up / spin down): -12.266 / -11.671 eV
Kohn-Sham gap (spin up / spin down): 7.35 / 6.68 eV
Lowest unoccupied orbital energy (spin up / spin down): -4.91 / -4.99 eV
ΔE to the lowest compared entry with this formula, charge and spin: 7.134 eV

***

(3)
A cluster of 2 separate species, C10H15N3 in total, computed with ωB97M-V/def2-TZVPD.

Structure (XYZ):
```
28
Properties=species:S:1:pos:R:3
C 2.92 -0.42 -2.66
H -3.63 0.74 1.75
C 2.38 -2.54 -1.45
C 0.25 -1.45 -0.91
H -3.81 2.22 2.35
C -1.05 0.67 1.04
H 0.98 -3.51 -0.45
N 2.96 0.71 -3.06
C -1.83 -0.39 0.21
H -2.45 -0.74 0.93
H -2.01 2.57 0.69
C -0.76 -1.40 -0.04
H -0.81 0.23 2.00
H -0.09 0.96 0.54
C 2.23 1.06 0.70
C -1.87 1.86 1.43
N 2.96 -1.51 -2.14
H 3.37 2.08 -0.74
H -0.69 -2.22 0.68
H 3.04 1.09 -3.95
H 3.03 -3.43 -1.34
H -2.86 1.05 3.26
H -1.32 2.34 2.22
H -2.39 0.20 -0.66
C -3.12 1.44 2.27
H 0.47 -0.65 -1.64
N 2.92 1.57 -0.08
C 1.17 -2.54 -0.95
```

Properties
Highest occupied orbital energy: -7.979 eV
Kohn-Sham gap: 8.86 eV
Lowest unoccupied orbital energy: 0.88 eV
ΔE to the lowest compared entry with this formula, charge and spin: 4.803 eV

***

(4)
The ion C10H15N4 with charge +1, computed with ωB97M-V/def2-TZVPD.

Structure (XYZ):
```
29
Properties=species:S:1:pos:R:3
H -1.93 1.93 -1.02
H -5.40 -0.18 0.01
H -4.39 1.86 -0.75
C -0.26 -0.10 -0.56
H 0.09 1.04 1.64
H 1.28 0.68 -1.64
H 0.23 1.91 -0.94
H 0.69 -2.44 -0.49
H 2.68 -1.90 -0.89
C -3.61 -1.17 0.56
C 1.78 0.90 0.41
N 1.07 0.89 1.65
H 2.42 1.82 0.38
C 4.02 0.00 -0.15
C -3.72 1.06 -0.25
H 4.81 -0.13 0.63
C -2.19 -1.18 0.40
H 4.13 0.98 -0.57
H -4.17 -2.00 0.73
N 2.25 -1.39 -0.13
N 2.68 -0.19 0.25
H -1.57 -2.10 0.57
N 1.04 -1.68 0.12
C -4.41 -0.09 0.19
H 1.54 0.16 2.18
C -2.39 1.12 -0.51
C 0.70 0.97 -0.76
C -1.57 0.03 -0.16
H 4.22 -0.81 -0.90
```

Properties
Charge: +1
Highest occupied orbital energy (spin up / spin down): -11.399 / -11.534 eV
Kohn-Sham gap (spin up / spin down): 6.41 / 6.75 eV
Lowest unoccupied orbital energy (spin up / spin down): -4.99 / -4.79 eV
ΔE to the lowest compared entry with this formula, charge and spin: 8.618 eV

***

(5)
The ion C10H15N4O with charge +1, computed with ωB97M-V/def2-TZVPD.

Structure (XYZ):
```
30
Properties=species:S:1:pos:R:3
H 0.96 3.46 1.23
H 0.87 -3.45 0.55
H -3.83 -0.92 -2.10
H 3.69 -1.41 -1.52
N -3.76 -0.65 -1.11
H -1.14 1.29 2.07
H 2.17 3.32 -0.15
H -1.31 2.30 0.70
H -1.30 -1.05 2.16
H -3.19 0.22 1.25
H -4.24 -1.20 -0.37
N 2.19 1.11 -0.41
C -2.18 0.21 0.62
H 4.40 -0.05 -0.93
O -1.87 0.39 -1.79
H 0.26 3.42 -0.55
C 2.40 -0.15 -0.53
C 1.18 -1.20 0.16
C -1.36 -1.04 1.02
H 2.62 -2.96 0.15
H 1.44 -2.93 -1.09
N 0.05 0.85 0.37
C -1.19 1.30 1.01
C 1.49 -2.66 -0.07
C 1.12 3.18 0.13
N 3.54 -0.62 -0.97
C 1.10 1.65 0.09
C -2.60 -0.02 -0.91
H -1.57 -1.87 0.46
C 0.04 -0.54 0.54
```

Properties
Charge: +1
Multiplicity: 3
Highest occupied orbital energy (spin up / spin down): -9.383 / -13.168 eV
Kohn-Sham gap (spin up / spin down): 6.47 / 6.20 eV
Lowest unoccupied orbital energy (spin up / spin down): -2.91 / -6.97 eV
ΔE to the lowest compared entry with this formula, charge and spin: 0.000 eV

***

(6)
A cluster of 2 separate species, C10H15NO in total, computed with ωB97M-V/def2-TZVPD.

Structure (XYZ):
```
27
Properties=species:S:1:pos:R:3
H 1.25 -1.21 -2.15
H -0.05 -0.41 2.00
H 0.97 -1.11 -0.51
H -2.42 0.38 -4.64
C -2.37 1.51 -2.70
H 0.32 -2.50 -1.41
H 1.99 -0.80 0.69
C 1.69 0.84 2.05
H 0.47 -1.46 4.41
C -1.24 -0.50 -3.16
H 2.76 0.66 0.33
H 1.28 -0.05 4.72
H -2.11 2.18 -0.69
H -1.15 0.02 0.15
H -0.87 -1.30 -3.77
H -2.89 2.41 -2.95
C 0.53 0.14 2.75
H 0.08 1.03 3.23
C -2.09 0.48 -3.61
N 2.16 0.15 0.94
O 2.13 1.90 2.39
C -0.77 -0.65 -1.84
C -1.92 1.39 -1.40
C 0.44 -1.41 -1.43
C -1.36 0.22 -0.92
H 2.09 -1.16 3.65
C 1.10 -0.74 3.88
```

Properties
Highest occupied orbital energy: -8.976 eV
Kohn-Sham gap: 9.70 eV
Lowest unoccupied orbital energy: 0.72 eV
ΔE to the lowest compared entry with this formula, charge and spin: 1.420 eV

***

(7)
A cluster of 2 separate species, C10H15NO2 in total, computed with ωB97M-V/def2-TZVPD.

Structure (XYZ):
```
28
Properties=species:S:1:pos:R:3
N 2.27 -0.57 -2.68
H 0.23 2.73 -2.75
H 0.29 -3.26 0.38
H -0.48 -3.51 2.09
C -0.60 2.07 -2.33
H -1.04 2.73 3.09
C -0.46 1.09 2.27
H -2.18 0.79 3.42
H 3.18 -0.67 -3.13
H -1.42 -3.44 0.76
H 0.41 0.54 -0.91
H -1.31 1.87 -3.18
C -0.48 -1.55 1.43
H 2.09 -1.44 -2.22
H -0.64 0.03 -2.22
C -1.39 -1.02 2.48
C 0.55 0.62 1.38
C 0.20 0.76 -2.03
O -0.48 2.42 2.43
C 1.54 0.57 -2.72
H 1.25 1.30 1.00
O 1.98 1.59 -3.23
C 0.48 -0.74 0.98
H 1.16 -1.14 0.31
H -1.09 2.58 -1.47
C -0.53 -3.02 1.12
C -1.48 0.33 2.74
H -2.05 -1.67 3.02
```

Properties
Highest occupied orbital energy: -8.320 eV
Kohn-Sham gap: 9.03 eV
Lowest unoccupied orbital energy: 0.71 eV
ΔE to the lowest compared entry with this formula, charge and spin: 1.977 eV

***

(8)
An isolated molecule of C10H15NO3, computed with ωB97M-V/def2-TZVPD.

Structure (XYZ):
```
29
Properties=species:S:1:pos:R:3
H 1.64 0.38 2.33
O -0.43 1.11 -1.17
O 0.51 -1.83 2.21
C -1.97 -2.61 0.23
H -2.10 -0.48 0.27
N 1.04 0.22 1.52
C 2.41 1.67 0.25
C 1.16 0.91 0.32
H 2.59 2.07 -0.74
H -1.48 -3.34 -0.40
C -1.57 -1.25 -0.29
H -1.80 -1.23 -1.33
C 0.51 0.12 -0.86
H -0.01 3.00 -0.49
C -0.27 1.97 -0.18
H 0.39 -2.11 -0.46
C 1.39 -0.26 -2.03
H 0.99 -0.07 -3.03
H -2.90 -2.72 -0.16
H 1.71 -1.22 -2.04
O 3.04 2.03 1.23
H -2.28 2.08 0.38
H -1.06 2.93 1.42
C 0.56 -1.02 1.31
C -0.03 -1.16 -0.12
H -1.23 1.18 1.58
H 2.33 0.29 -1.96
C -1.30 2.04 0.96
H -1.82 -2.69 1.28
```

Properties
Highest occupied orbital energy: -9.074 eV
Kohn-Sham gap: 9.52 eV
Lowest unoccupied orbital energy: 0.44 eV
ΔE to the lowest compared entry with this formula, charge and spin: 2.381 eV

***

(9)
An isolated molecule of C10H15NO3, computed with ωB97M-V/def2-TZVPD.

Structure (XYZ):
```
29
Properties=species:S:1:pos:R:3
H -0.35 -2.08 -0.87
H 0.16 -2.61 2.98
H -1.47 0.04 -3.55
H 2.29 -0.01 1.37
C -0.87 -0.24 -1.78
C -0.31 -2.25 2.07
H -0.20 -3.00 1.25
H -1.35 -2.12 2.30
O -1.08 -0.67 -3.03
H 1.98 -3.00 0.85
N -0.48 -1.07 -0.77
H 0.07 -0.17 2.47
C -0.93 1.05 -1.32
C -0.50 0.95 0.11
H 2.17 -1.72 -0.39
H -1.83 4.24 -2.22
C -0.21 -0.34 0.40
H 2.22 -1.22 2.61
C 0.32 -0.90 1.70
H 3.48 -2.05 0.79
C -1.30 2.19 -2.14
O -1.69 2.09 -3.33
H -0.41 4.03 -1.22
C 2.40 -1.98 0.65
H -0.31 2.78 0.55
C 1.84 -0.94 1.63
H -1.97 3.50 -0.63
O -0.29 1.94 1.02
C -1.36 3.58 -1.51
```

Properties
Highest occupied orbital energy: -7.718 eV
Kohn-Sham gap: 8.40 eV
Lowest unoccupied orbital energy: 0.68 eV
ΔE to the lowest compared entry with this formula, charge and spin: 0.000 eV